(1)
{"formula": "C19H18Cl2HoI2N3O2S4Sb", "method": "wB97M-V/def2-TZVPD", "species": ["Ho", "I", "C", "C", "C", "I", "C", "O", "C", "C", "N", "C", "C", "C", "C", "C", "C", "N", "C", "H", "H", "H", "H", "H", "H", "H", "H", "H", "H", "H", "S", "Sb", "S", "S", "S", "O", "N", "C", "C", "C", "C", "C", "H", "H", "H", "H", "H", "Cl", "C", "Cl", "H", "H"], "positions_angstrom": [[-0.995, 0.007, 0.438], [5.259, -0.809, 5.532], [3.585, -0.266, 4.473], [2.449, 0.095, 5.211], [1.227, 0.212, 4.571], [-0.462, 0.870, 5.616], [1.067, -0.066, 3.153], [-0.035, 0.288, 2.564], [2.219, -0.528, 2.475], [2.147, -0.915, 1.011], [1.478, 0.113, 0.129], [1.971, 1.422, 0.356], [1.113, 2.341, -0.427], [1.640, 3.226, -1.293], [0.865, 4.152, -2.009], [-0.498, 4.189, -1.617], [-0.954, 3.318, -0.708], [-0.258, 2.236, -0.179], [3.445, -0.592, 3.130], [2.602, 0.479, 6.178], [1.526, -1.925, 0.930], [3.181, -1.119, 0.712], [1.577, -0.188, -0.834], [3.027, 1.543, 0.091], [1.757, 1.520, 1.451], [2.721, 3.202, -1.403], [1.192, 4.941, -2.724], [-1.139, 5.008, -1.992], [-1.987, 3.408, -0.350], [4.310, -0.845, 2.515], [-5.174, -2.507, 2.146], [-4.057, -1.981, 0.238], [-3.654, 0.392, 0.120], [-1.713, -2.535, 0.575], [-4.746, -3.001, -1.731], [-0.229, -0.498, -1.808], [-1.214, -0.250, -2.645], [-2.192, -1.106, -2.938], [-3.142, -0.766, -3.855], [-3.014, 0.423, -4.557], [-1.993, 1.308, -4.281], [-1.131, 0.970, -3.244], [-2.310, -1.954, -2.388], [-3.861, -1.551, -4.012], [-3.753, 0.666, -5.290], [-2.031, 2.283, -4.704], [-0.366, 1.713, -2.896], [1.374, -5.255, 2.093], [0.019, -5.238, 0.832], [-0.124, -6.834, 0.102], [0.255, -4.540, 0.044], [-0.972, -5.055, 1.198]], "forces_ev_per_angstrom": [[0.3, 0.3, 0.6], [0.8, 0.1, 0.2], [-1.2, -0.5, -0.3], [0.0, 0.3, -1.6], [0.3, -0.3, -0.7], [0.2, 0.0, -0.1], [-0.6, 1.1, 1.0], [0.2, -1.0, -0.6], [0.0, 0.1, -0.2], [-1.5, -1.3, 0.0], [0.5, -3.1, 0.6], [-0.5, 0.7, 0.9], [-0.7, 0.1, 0.5], [1.3, 0.5, -0.8], [-0.5, 1.0, -1.0], [0.3, 1.4, -0.7], [-1.7, -1.2, 1.0], [0.3, 0.5, -0.2], [0.1, 0.0, -0.2], [-0.2, 0.0, 1.3], [1.2, 1.9, 0.0], [-0.1, 0.0, -0.3], [0.0, 0.1, -0.1], [0.1, 0.1, 0.3], [0.7, 0.8, -0.8], [0.0, 0.1, -0.1], [0.3, -1.0, 0.7], [0.2, -0.6, 0.3], [0.3, -0.2, -0.2], [-0.1, -0.2, 0.3], [-0.1, 0.0, -0.2], [0.4, -0.1, 0.3], [0.0, 0.0, -0.3], [-0.2, -0.2, -0.1], [0.1, 0.3, 0.3], [-0.4, -0.5, 1.0], [0.9, 1.8, -1.0], [0.2, 2.0, -0.5], [0.5, 0.1, -0.8], [-0.6, -0.7, -0.1], [-0.3, -0.9, 1.6], [0.3, 1.1, -0.7], [0.2, -2.4, 1.6], [-0.6, 0.3, -0.1], [-0.3, 0.2, -0.4], [0.5, 0.6, -0.3], [-0.6, -1.3, -0.1], [-1.2, 0.3, -0.9], [0.8, -0.6, 0.1], [0.2, -0.6, -0.3], [0.2, 0.2, 0.2], [0.0, 0.6, 0.9]], "de_lowest_kcal_mol": 0.00, "max_force_ev_per_a": 3.167, "spin_multiplicity": 6, "charge": -2, "homo_energy_ev": [-0.534, -2.241], "e_lumo_ha": [0.121, 0.121]}

(2)
{"formula": "C19H18Cl2N4O6S2V", "method": "wB97M-V/def2-TZVPD", "species": ["V", "Cl", "C", "C", "C", "C", "C", "Cl", "C", "S", "H", "H", "H", "O", "C", "O", "C", "O", "O", "C", "C", "N", "O", "C", "C", "N", "O", "H", "H", "H", "H", "H", "H", "H", "N", "C", "S", "N", "C", "C", "C", "C", "C", "C", "H", "H", "H", "H", "H", "H", "H", "H"], "positions_angstrom": [[0.816, 0.554, 0.875], [0.655, 2.720, 1.980], [-0.480, 3.715, 1.075], [-0.567, 5.042, 1.443], [-1.452, 5.864, 0.765], [-2.220, 5.331, -0.258], [-2.107, 3.994, -0.595], [-3.115, 3.401, -1.886], [-1.228, 3.115, 0.060], [-1.121, 1.423, -0.370], [0.048, 5.421, 2.247], [-1.543, 6.908, 1.033], [-2.923, 5.950, -0.801], [2.478, -2.052, -1.580], [2.138, -1.066, -0.984], [1.238, -1.082, 0.008], [2.635, 0.379, -1.276], [3.415, 0.627, -2.153], [2.059, 1.240, -0.459], [-0.461, -1.589, 4.346], [0.239, -0.825, 3.274], [-0.371, -0.371, 2.223], [-1.722, -0.693, 2.157], [1.652, -0.486, 3.389], [2.508, -0.795, 4.566], [2.110, 0.198, 2.354], [3.286, 0.651, 2.278], [-1.416, -1.966, 3.997], [-0.646, -0.933, 5.201], [0.163, -2.415, 4.689], [-2.005, -0.354, 1.284], [2.031, -0.493, 5.503], [3.442, -0.247, 4.453], [2.745, -1.861, 4.638], [-0.735, -3.135, 0.429], [-1.225, -2.739, -0.776], [-2.819, -2.195, -0.894], [-0.390, -2.935, -1.814], [-0.456, -2.355, -3.112], [0.124, -3.069, -4.151], [0.152, -2.541, -5.433], [-0.401, -1.294, -5.684], [-0.977, -0.583, -4.639], [-1.007, -1.104, -3.354], [-1.285, -2.806, 1.207], [0.265, -3.094, 0.565], [0.529, -3.297, -1.589], [0.557, -4.041, -3.947], [0.608, -3.108, -6.235], [-0.368, -0.872, -6.681], [-1.401, 0.399, -4.816], [-1.449, -0.537, -2.548]], "forces_ev_per_angstrom": [[0.1, 0.8, -2.5], [0.0, 0.6, 0.2], [0.2, -0.2, 0.1], [0.0, 0.1, 0.0], [0.0, 0.0, 0.0], [0.0, 0.0, 0.0], [-0.1, 0.0, -0.1], [0.1, 0.0, 0.1], [0.0, -0.2, -0.1], [-0.2, 0.0, 0.3], [0.0, 0.0, 0.0], [0.0, 0.0, 0.0], [0.0, 0.0, 0.0], [0.2, -0.3, -0.2], [-0.9, 0.2, 0.8], [0.7, -0.6, -0.7], [-0.7, 0.6, 0.8], [0.3, 0.0, -0.3], [0.6, -0.4, -0.4], [0.1, -0.1, 0.1], [0.3, 0.3, 0.0], [-0.5, -0.6, 0.9], [0.1, 0.0, -0.2], [-0.3, 0.0, -0.2], [0.0, -0.1, 0.1], [0.4, -0.1, 0.9], [-0.1, -0.2, 0.2], [0.0, 0.0, 0.0], [0.0, 0.0, 0.0], [0.0, 0.0, 0.0], [0.0, 0.0, 0.1], [0.0, 0.0, 0.0], [0.0, 0.0, 0.0], [0.0, 0.0, 0.0], [0.0, -0.1, 0.0], [-0.6, -0.1, 0.1], [0.3, 0.0, 0.1], [0.2, 0.2, -0.1], [-0.1, -0.1, 0.1], [0.0, 0.0, -0.1], [0.0, 0.0, 0.0], [0.0, 0.0, 0.1], [0.0, 0.0, 0.0], [0.0, 0.1, 0.0], [0.0, -0.1, 0.0], [0.0, 0.2, -0.1], [0.1, 0.2, 0.0], [0.0, 0.0, 0.0], [0.0, 0.0, 0.0], [0.0, 0.0, 0.0], [0.0, 0.0, 0.0], [0.0, 0.0, 0.0]], "de_lowest_kcal_mol": 15.79, "max_force_ev_per_a": 2.667, "spin_multiplicity": 3, "charge": -1, "homo_energy_ev": [-5.408, -5.459], "e_lumo_ha": [0.087, 0.085]}

(3)
{"formula": "C19H18ClN3O3", "method": "wB97M-V/def2-TZVPD", "species": ["O", "C", "N", "C", "C", "C", "C", "C", "C", "N", "C", "C", "O", "N", "C", "C", "O", "C", "C", "C", "C", "C", "C", "C", "C", "Cl", "H", "H", "H", "H", "H", "H", "H", "H", "H", "H", "H", "H", "H", "H", "H", "H", "H", "H"], "positions_angstrom": [[3.873, 1.468, 0.680], [2.688, 1.222, 0.741], [1.857, 1.619, -0.274], [0.513, 1.338, -0.514], [-0.212, 2.143, -1.307], [-1.596, 1.942, -1.696], [-2.422, 3.043, -1.938], [-3.739, 2.838, -2.303], [-4.194, 1.534, -2.429], [-3.417, 0.480, -2.239], [-2.164, 0.680, -1.887], [-0.091, 0.145, 0.185], [-0.980, 0.279, 1.005], [0.429, -1.054, -0.148], [1.338, -1.328, -1.239], [0.678, -2.318, -2.213], [0.256, -3.486, -1.557], [-0.670, -3.190, -0.535], [-0.050, -2.256, 0.506], [2.045, 0.574, 1.920], [1.100, 1.283, 2.655], [0.556, 0.744, 3.805], [0.951, -0.512, 4.233], [1.901, -1.226, 3.524], [2.453, -0.675, 2.379], [3.642, -1.569, 1.500], [2.305, 2.238, -0.942], [0.254, 3.044, -1.691], [-2.032, 4.044, -1.824], [-4.400, 3.672, -2.486], [-5.217, 1.317, -2.705], [-1.568, -0.214, -1.773], [1.590, -0.411, -1.771], [2.251, -1.778, -0.835], [1.395, -2.633, -2.973], [-0.180, -1.832, -2.706], [-0.941, -4.145, -0.082], [-1.570, -2.722, -0.962], [-0.783, -1.961, 1.258], [0.799, -2.753, 0.987], [0.791, 2.260, 2.316], [-0.182, 1.301, 4.359], [0.522, -0.941, 5.126], [2.219, -2.203, 3.852]], "forces_ev_per_angstrom": [[0.0, 0.0, 0.1], [0.1, 0.1, 0.0], [0.2, 0.3, -0.5], [-0.5, 0.5, -0.1], [0.5, -0.3, 0.4], [-0.6, 0.0, -0.3], [0.1, -0.3, 0.1], [0.0, -0.1, 0.0], [-0.1, 0.3, 0.0], [-0.2, -0.5, 0.0], [0.3, 0.3, 0.0], [-0.2, -0.2, 0.0], [-0.1, 0.2, -0.1], [0.0, -0.2, 0.0], [0.1, -0.3, -0.5], [0.2, 0.3, 0.0], [0.1, -0.2, 0.0], [0.0, 0.1, 0.3], [-0.3, -0.2, 0.0], [0.2, 0.0, 0.4], [0.2, -0.1, 0.0], [0.0, 0.0, 0.1], [-0.1, 0.1, 0.0], [0.1, 0.0, -0.1], [-0.1, 0.2, 0.1], [0.1, -0.2, 0.0], [0.0, -0.2, 0.2], [0.1, 0.0, 0.0], [0.0, 0.1, 0.0], [-0.1, 0.0, 0.0], [-0.1, 0.1, 0.0], [0.1, 0.0, 0.0], [0.0, -0.1, 0.0], [-0.1, 0.1, -0.1], [0.0, 0.1, 0.0], [0.1, 0.0, 0.0], [-0.1, 0.1, 0.0], [0.0, 0.0, 0.0], [0.1, -0.1, 0.0], [0.0, 0.0, 0.0], [-0.1, 0.1, -0.1], [-0.1, 0.0, 0.1], [0.0, 0.0, 0.1], [0.0, -0.1, 0.0]], "de_lowest_kcal_mol": 10.00, "max_force_ev_per_a": 0.734, "charge": 0, "homo_energy_ev": -8.578, "e_lumo_ha": 0.005}

(4)
{"formula": "C19H18ClN3O4S", "method": "wB97M-V/def2-TZVPD", "species": ["O", "C", "C", "C", "N", "S", "O", "O", "C", "C", "C", "C", "Cl", "C", "C", "C", "C", "C", "C", "O", "N", "C", "C", "C", "C", "C", "N", "C", "H", "H", "H", "H", "H", "H", "H", "H", "H", "H", "H", "H", "H", "H", "H", "H", "H", "H"], "positions_angstrom": [[-2.858, -0.566, 1.799], [-2.794, 0.432, 1.116], [-2.144, 1.725, 1.579], [-0.700, 1.796, 1.027], [-0.714, 1.794, -0.422], [0.556, 2.579, -1.180], [0.230, 2.583, -2.572], [0.747, 3.822, -0.496], [1.953, 1.503, -0.885], [2.120, 0.387, -1.682], [3.129, -0.512, -1.384], [3.943, -0.277, -0.284], [5.174, -1.414, 0.114], [3.782, 0.853, 0.506], [2.775, 1.750, 0.198], [0.139, 0.679, 1.572], [0.816, 0.540, 2.746], [1.427, -0.737, 2.702], [1.078, -1.276, 1.507], [0.297, -0.429, 0.813], [-3.285, 0.502, -0.147], [-3.622, -0.714, -0.867], [-2.362, -1.479, -1.185], [-2.005, -2.612, -0.465], [-0.789, -3.221, -0.729], [0.035, -2.657, -1.689], [-0.290, -1.576, -2.377], [-1.459, -1.008, -2.134], [-2.704, 2.589, 1.222], [-2.104, 1.733, 2.668], [-0.265, 2.758, 1.319], [-0.806, 0.866, -0.814], [1.459, 0.223, -2.518], [3.278, -1.389, -1.992], [4.431, 1.020, 1.351], [2.616, 2.642, 0.782], [0.869, 1.254, 3.542], [2.037, -1.185, 3.459], [1.308, -2.213, 1.042], [-3.041, 1.313, -0.697], [-4.266, -1.316, -0.221], [-4.163, -0.441, -1.774], [-2.664, -2.997, 0.298], [-0.486, -4.107, -0.191], [1.001, -3.085, -1.924], [-1.682, -0.134, -2.736]], "forces_ev_per_angstrom": [[0.0, -0.4, 0.1], [-0.1, 0.7, 0.2], [0.2, -0.2, -0.1], [-0.1, 0.0, 0.5], [0.4, 0.6, -0.6], [-0.2, -0.2, -0.1], [0.1, -0.4, 0.0], [0.2, -0.1, 0.3], [-0.4, 0.5, -0.2], [0.0, 0.0, -0.1], [0.0, 0.1, 0.1], [-0.2, 0.3, -0.1], [0.2, -0.2, 0.1], [0.0, -0.1, -0.1], [0.1, 0.1, 0.1], [0.4, 0.3, 0.9], [-0.4, 0.2, -0.5], [-0.1, -0.3, -0.4], [0.4, -0.2, 0.6], [-0.3, 0.2, -0.2], [-0.3, 0.1, -0.4], [0.1, -0.1, 0.2], [0.0, -0.2, 0.0], [0.1, 0.1, -0.2], [-0.1, 0.1, -0.1], [0.0, -0.3, 0.2], [0.3, 0.2, -0.4], [-0.3, -0.1, 0.1], [0.0, 0.1, 0.0], [-0.1, 0.0, -0.1], [-0.1, -0.2, 0.1], [0.0, -0.2, -0.1], [0.0, -0.1, -0.1], [0.0, -0.1, -0.1], [0.1, 0.0, 0.1], [0.0, 0.1, 0.1], [0.0, 0.2, 0.2], [0.2, -0.2, 0.1], [0.0, -0.1, -0.1], [0.0, 0.0, 0.1], [0.0, 0.0, -0.2], [0.0, 0.0, 0.1], [-0.1, 0.0, 0.1], [0.1, -0.1, 0.0], [0.1, -0.1, 0.0], [-0.1, 0.1, 0.0]], "de_lowest_kcal_mol": 55.33, "max_force_ev_per_a": 0.996, "charge": 0, "homo_energy_ev": -8.727, "e_lumo_ha": 0.019}

- Which formula does entry 4 have?
  C19H18ClN3O4S

What did the third record say?
{"formula": "C19H18ClN3O3", "method": "wB97M-V/def2-TZVPD", "species": ["O", "C", "N", "C", "C", "C", "C", "C", "C", "N", "C", "C", "O", "N", "C", "C", "O", "C", "C", "C", "C", "C", "C", "C", "C", "Cl", "H", "H", "H", "H", "H", "H", "H", "H", "H", "H", "H", "H", "H", "H", "H", "H", "H", "H"], "positions_angstrom": [[3.873, 1.468, 0.680], [2.688, 1.222, 0.741], [1.857, 1.619, -0.274], [0.513, 1.338, -0.514], [-0.212, 2.143, -1.307], [-1.596, 1.942, -1.696], [-2.422, 3.043, -1.938], [-3.739, 2.838, -2.303], [-4.194, 1.534, -2.429], [-3.417, 0.480, -2.239], [-2.164, 0.680, -1.887], [-0.091, 0.145, 0.185], [-0.980, 0.279, 1.005], [0.429, -1.054, -0.148], [1.338, -1.328, -1.239], [0.678, -2.318, -2.213], [0.256, -3.486, -1.557], [-0.670, -3.190, -0.535], [-0.050, -2.256, 0.506], [2.045, 0.574, 1.920], [1.100, 1.283, 2.655], [0.556, 0.744, 3.805], [0.951, -0.512, 4.233], [1.901, -1.226, 3.524], [2.453, -0.675, 2.379], [3.642, -1.569, 1.500], [2.305, 2.238, -0.942], [0.254, 3.044, -1.691], [-2.032, 4.044, -1.824], [-4.400, 3.672, -2.486], [-5.217, 1.317, -2.705], [-1.568, -0.214, -1.773], [1.590, -0.411, -1.771], [2.251, -1.778, -0.835], [1.395, -2.633, -2.973], [-0.180, -1.832, -2.706], [-0.941, -4.145, -0.082], [-1.570, -2.722, -0.962], [-0.783, -1.961, 1.258], [0.799, -2.753, 0.987], [0.791, 2.260, 2.316], [-0.182, 1.301, 4.359], [0.522, -0.941, 5.126], [2.219, -2.203, 3.852]], "forces_ev_per_angstrom": [[0.0, 0.0, 0.1], [0.1, 0.1, 0.0], [0.2, 0.3, -0.5], [-0.5, 0.5, -0.1], [0.5, -0.3, 0.4], [-0.6, 0.0, -0.3], [0.1, -0.3, 0.1], [0.0, -0.1, 0.0], [-0.1, 0.3, 0.0], [-0.2, -0.5, 0.0], [0.3, 0.3, 0.0], [-0.2, -0.2, 0.0], [-0.1, 0.2, -0.1], [0.0, -0.2, 0.0], [0.1, -0.3, -0.5], [0.2, 0.3, 0.0], [0.1, -0.2, 0.0], [0.0, 0.1, 0.3], [-0.3, -0.2, 0.0], [0.2, 0.0, 0.4], [0.2, -0.1, 0.0], [0.0, 0.0, 0.1], [-0.1, 0.1, 0.0], [0.1, 0.0, -0.1], [-0.1, 0.2, 0.1], [0.1, -0.2, 0.0], [0.0, -0.2, 0.2], [0.1, 0.0, 0.0], [0.0, 0.1, 0.0], [-0.1, 0.0, 0.0], [-0.1, 0.1, 0.0], [0.1, 0.0, 0.0], [0.0, -0.1, 0.0], [-0.1, 0.1, -0.1], [0.0, 0.1, 0.0], [0.1, 0.0, 0.0], [-0.1, 0.1, 0.0], [0.0, 0.0, 0.0], [0.1, -0.1, 0.0], [0.0, 0.0, 0.0], [-0.1, 0.1, -0.1], [-0.1, 0.0, 0.1], [0.0, 0.0, 0.1], [0.0, -0.1, 0.0]], "de_lowest_kcal_mol": 10.00, "max_force_ev_per_a": 0.734, "charge": 0, "homo_energy_ev": -8.578, "e_lumo_ha": 0.005}

- The lowest charge belongs to which entry?
  C19H18Cl2HoI2N3O2S4Sb